{"formula": "C37H38IKN6O4Sb2", "method": "wB97M-V/def2-TZVPD", "e_above_lowest_ev": 0.007, "species": ["K", "C", "C", "C", "C", "N", "C", "C", "C", "C", "C", "C", "N", "C", "C", "C", "C", "C", "N", "H", "H", "H", "H", "H", "H", "H", "H", "H", "H", "H", "O", "C", "C", "C", "C", "C", "C", "C", "O", "N", "O", "O", "H", "H", "H", "H", "C", "Sb", "C", "C", "C", "C", "C", "C", "C", "C", "C", "Sb", "C", "C", "H", "H", "H", "H", "H", "H", "H", "H", "H", "H", "H", "H", "H", "H", "H", "H", "H", "H", "H", "H", "I", "C", "C", "N", "N", "C", "H", "H", "H"], "xyz": [[-0.2932, -0.5542, 0.9157], [-2.0653, -0.6543, 5.2521], [-3.3501, -0.1810, 5.0525], [-3.9487, -0.3783, 3.8194], [-3.2368, -1.0418, 2.8249], [-1.9898, -1.4815, 3.0080], [-1.4272, -1.2887, 4.1972], [-3.8412, -1.2845, 1.4826], [-5.2152, -1.4567, 1.3415], [-5.7310, -1.6651, 0.0758], [-4.8652, -1.7115, -1.0011], [-3.5007, -1.5546, -0.7700], [-3.0050, -1.3344, 0.4469], [-2.5353, -1.6187, -1.9075], [-2.7939, -2.4307, -3.0068], [-1.9021, -2.4299, -4.0678], [-0.7870, -1.6161, -3.9986], [-0.5996, -0.8562, -2.8535], [-1.4409, -0.8583, -1.8227], [-1.5571, -0.5219, 6.1972], [-3.8728, 0.3499, 5.8377], [-4.9420, 0.0011, 3.6222], [-0.4113, -1.6548, 4.3017], [-5.8607, -1.4453, 2.2082], [-6.7957, -1.7929, -0.0696], [-5.2357, -1.8492, -2.0069], [-3.6674, -3.0672, -3.0183], [-2.0783, -3.0584, -4.9310], [-0.0644, -1.5627, -4.8010], [0.2665, -0.2087, -2.7666], [1.7761, -0.3443, 2.7619], [2.8557, -0.9157, 2.9286], [3.3706, -2.0495, 2.2227], [4.6387, -2.4935, 2.6156], [5.2328, -3.5517, 1.9822], [4.5796, -4.2172, 0.9220], [3.3479, -3.8115, 0.5178], [2.6597, -2.7018, 1.1373], [1.5387, -2.3254, 0.7322], [6.5499, -3.9864, 2.3988], [7.0891, -3.3997, 3.3240], [7.0573, -4.9245, 1.8053], [3.5398, -0.5314, 3.7087], [5.1655, -1.9938, 3.4188], [5.0817, -5.0466, 0.4440], [2.8356, -4.3088, -0.2957], [5.2253, 0.9371, -2.2752], [3.6654, 0.3711, -0.8929], [2.9377, -1.2959, -2.0344], [2.2398, 1.9317, -1.4357], [1.5928, 2.0285, -2.7932], [2.1644, 1.4329, -3.9153], [1.5482, 1.4582, -5.1574], [0.3279, 2.0992, -5.2992], [-0.2285, 2.7461, -4.2084], [0.3906, 2.7428, -2.9577], [-0.2379, 3.5232, -1.8453], [-1.6659, 2.3883, -0.6612], [-2.5505, 4.1449, 0.2056], [-3.1062, 2.1912, -2.2369], [5.1697, 0.3533, -3.1937], [6.1949, 0.7620, -1.8124], [5.1402, 1.9956, -2.5206], [2.6943, -1.0352, -3.0616], [2.0778, -1.7308, -1.5275], [3.7377, -2.0381, -2.0351], [2.7952, 2.8493, -1.2058], [1.4641, 1.8798, -0.6651], [3.1186, 0.9364, -3.8121], [2.0222, 0.9815, -6.0062], [-0.1744, 2.1206, -6.2580], [-1.1598, 3.2888, -4.3265], [-0.7975, 4.3680, -2.2494], [0.5059, 3.9140, -1.1510], [-2.6929, 4.9179, -0.5494], [-1.9106, 4.5267, 1.0005], [-3.5203, 3.8915, 0.6356], [-3.3258, 3.1583, -2.6897], [-4.0258, 1.7722, -1.8265], [-2.7216, 1.5105, -2.9960], [-2.5565, 3.9609, 5.8995], [-1.3943, 2.8298, 4.6391], [-0.1433, 2.3094, 4.8893], [0.2013, 1.6103, 3.7967], [-0.7464, 1.6369, 2.8515], [-1.7230, 2.3773, 3.3515], [0.4995, 2.3861, 5.7498], [1.0150, 1.0125, 3.6131], [-2.6185, 2.5638, 2.7805]], "forces_ev_per_angstrom": [[0.047, -0.069, 0.050], [0.007, 0.014, 0.031], [-0.001, 0.014, -0.014], [0.008, -0.021, -0.012], [0.056, -0.010, 0.050], [-0.093, 0.053, 0.048], [0.009, -0.029, -0.047], [-0.010, 0.013, -0.003], [0.001, -0.005, 0.016], [-0.016, 0.005, 0.000], [0.037, -0.001, -0.016], [-0.013, -0.016, 0.008], [-0.024, 0.018, -0.092], [-0.012, 0.017, -0.002], [0.015, 0.018, 0.007], [-0.040, -0.020, 0.019], [0.057, 0.045, 0.007], [0.017, 0.018, 0.034], [0.007, -0.041, -0.023], [-0.001, 0.002, -0.001], [-0.001, -0.003, 0.003], [0.003, 0.007, 0.016], [0.004, 0.007, 0.008], [-0.005, -0.003, -0.007], [-0.001, 0.001, 0.001], [-0.019, 0.000, 0.007], [0.004, -0.010, -0.027], [-0.002, 0.001, 0.000], [-0.007, -0.013, -0.006], [-0.004, -0.005, -0.012], [0.021, 0.046, 0.037], [0.036, -0.049, -0.048], [0.001, -0.001, 0.047], [-0.011, -0.029, -0.055], [0.062, 0.036, 0.057], [-0.042, -0.007, -0.058], [0.041, -0.035, 0.017], [-0.046, 0.125, -0.015], [0.005, -0.056, -0.054], [-0.024, -0.021, 0.040], [0.004, 0.009, -0.013], [0.002, 0.004, -0.018], [-0.011, 0.004, 0.007], [0.001, -0.008, 0.005], [0.003, -0.002, 0.004], [-0.008, -0.004, 0.006], [0.012, -0.012, -0.019], [-0.026, 0.002, 0.017], [0.029, -0.014, 0.011], [-0.005, 0.037, 0.069], [-0.007, -0.008, -0.043], [0.001, 0.000, -0.004], [0.013, -0.013, 0.004], [-0.006, 0.012, -0.005], [0.004, -0.003, 0.001], [-0.013, 0.008, -0.013], [0.002, 0.007, 0.003], [0.044, -0.016, 0.016], [-0.040, 0.011, 0.010], [-0.029, -0.008, -0.010], [-0.003, 0.007, -0.001], [-0.001, 0.007, 0.005], [0.006, 0.000, -0.002], [-0.019, 0.008, -0.001], [-0.002, -0.013, -0.014], [-0.012, -0.005, 0.010], [-0.009, 0.008, -0.022], [0.011, -0.007, 0.010], [-0.004, -0.007, 0.002], [-0.001, -0.001, 0.000], [-0.003, 0.004, 0.002], [0.003, 0.002, 0.001], [-0.006, -0.008, -0.006], [-0.005, 0.000, -0.003], [0.010, -0.006, -0.009], [0.003, 0.012, -0.004], [0.000, 0.008, 0.004], [0.006, 0.002, 0.007], [-0.004, -0.009, -0.009], [-0.003, 0.006, -0.001], [-0.041, 0.037, 0.044], [0.069, -0.062, -0.033], [-0.006, -0.013, 0.033], [-0.017, 0.019, -0.055], [0.005, -0.052, -0.008], [-0.003, 0.043, -0.032], [-0.005, 0.011, 0.000], [0.002, 0.006, 0.034], [-0.010, 0.000, 0.009]]}

{"formula": "C37H38IN6O4OsPS2", "method": "wB97M-V/def2-TZVPD", "charge": 2, "species": ["Os", "C", "N", "C", "C", "N", "C", "H", "H", "H", "H", "H", "H", "N", "C", "S", "C", "C", "C", "N", "C", "C", "H", "H", "H", "H", "H", "H", "C", "C", "C", "C", "C", "C", "C", "S", "O", "O", "O", "H", "H", "H", "H", "H", "H", "H", "N", "P", "C", "C", "C", "C", "C", "C", "C", "C", "C", "C", "C", "C", "C", "C", "C", "C", "C", "C", "H", "H", "H", "H", "H", "H", "H", "H", "H", "H", "H", "H", "H", "H", "H", "N", "C", "O", "C", "I", "H", "H", "H", "H"], "xyz": [[-0.7879, -2.7448, -0.6894], [-0.1589, -4.2395, 4.6323], [-0.6488, -3.5391, 3.4480], [-1.5486, -2.5004, 3.4411], [-1.6918, -2.1189, 2.1457], [-0.8793, -2.9177, 1.3648], [-0.2699, -3.7569, 2.1818], [-0.9971, -4.4862, 5.2788], [0.5368, -3.6076, 5.1803], [0.3411, -5.1549, 4.3296], [-2.0190, -2.1462, 4.3416], [-2.3238, -1.3665, 1.7138], [0.4239, -4.5269, 1.8879], [6.1215, -2.1019, -2.0626], [5.3875, -2.2142, -0.9506], [5.9182, -1.8610, 0.5600], [3.9563, -2.5843, -1.1443], [3.3713, -3.6108, -0.4174], [2.0185, -3.8297, -0.5417], [1.2219, -3.0821, -1.3232], [1.7978, -2.1326, -2.0772], [3.1504, -1.8621, -2.0189], [7.0902, -1.8343, -1.9805], [5.7987, -2.4611, -2.9461], [3.9667, -4.2324, 0.2368], [1.5326, -4.6444, -0.0192], [1.1500, -1.5779, -2.7383], [3.5636, -1.0649, -2.6225], [-3.7883, 4.9438, -2.4903], [-3.4022, 3.4988, -2.3493], [-2.4038, 3.1145, -1.4610], [-2.0374, 1.7834, -1.2963], [-2.6980, 0.8183, -2.0610], [-3.6941, 1.1932, -2.9587], [-4.0435, 2.5189, -3.1043], [-2.3557, -0.8860, -1.9269], [-0.8596, -1.0535, -2.1205], [-3.1499, -1.6276, -2.8505], [-2.5333, -1.2732, -0.4933], [-3.2790, 5.5701, -1.7602], [-4.8650, 5.0653, -2.3727], [-3.5330, 5.3058, -3.4879], [-1.9173, 3.8794, -0.8678], [-0.8800, 0.4336, -0.2695], [-4.1857, 0.4219, -3.5352], [-4.8158, 2.8042, -3.8069], [-1.0326, 1.4257, -0.3694], [-0.0406, 2.4890, 0.4025], [-1.0010, 3.4264, 1.5908], [-0.6062, 4.6516, 2.1319], [-1.3801, 5.2547, 3.1110], [-2.5296, 4.6316, 3.5743], [-2.9160, 3.4057, 3.0509], [-2.1625, 2.8049, 2.0570], [0.8578, 3.4130, -0.8445], [1.1903, 4.7634, -0.7716], [1.9482, 5.3396, -1.7815], [2.3787, 4.5748, -2.8541], [2.0615, 3.2233, -2.9196], [1.3037, 2.6403, -1.9208], [1.1671, 1.5211, 1.2972], [1.2462, 0.1326, 1.2385], [2.2657, -0.5260, 1.9099], [3.2140, 0.1953, 2.6189], [3.1268, 1.5816, 2.6914], [2.1068, 2.2445, 2.0337], [0.2978, 5.1439, 1.8102], [-1.0768, 6.2116, 3.5141], [-3.1273, 5.1049, 4.3417], [-3.8101, 2.9180, 3.4155], [-2.4778, 1.8583, 1.6374], [0.8638, 5.3797, 0.0491], [2.2002, 6.3899, -1.7228], [2.9587, 5.0329, -3.6441], [2.4052, 2.6298, -3.7563], [1.0428, 1.5893, -1.9782], [0.5248, -0.4541, 0.6814], [2.3252, -1.6060, 1.8685], [4.0264, -0.3221, 3.1111], [3.8585, 2.1405, 3.2590], [2.0455, 3.3260, 2.0879], [-2.5979, -5.4706, -1.8886], [-1.5146, -5.7373, -1.1657], [-0.7798, -4.8448, -0.7286], [-1.2057, -7.1972, -0.9343], [0.0500, -7.5310, 0.7461], [-2.8232, -4.5102, -2.1150], [-3.1908, -6.1964, -2.2543], [-0.6619, -7.5835, -1.7939], [-2.1112, -7.7765, -0.7854]], "forces_ev_per_angstrom": [[0.152, 0.804, -1.626], [-0.033, 0.102, -0.004], [-0.026, 0.064, 0.139], [0.046, -0.109, -0.013], [0.076, -0.084, 0.088], [0.138, -0.263, -0.355], [0.067, -0.110, 0.039], [-0.020, -0.044, -0.034], [0.035, -0.004, -0.017], [-0.010, -0.005, -0.031], [0.028, 0.009, 0.000], [-0.022, 0.011, 0.024], [-0.066, -0.002, 0.026], [-0.065, -0.087, -0.049], [0.019, 0.167, 0.155], [-0.006, -0.060, 0.007], [0.024, 0.110, -0.139], [0.068, -0.172, -0.052], [-0.041, -0.332, -0.111], [-0.156, 0.435, 1.052], [0.109, -0.104, -0.153], [0.057, -0.133, -0.083], [-0.001, -0.017, 0.015], [0.003, 0.017, -0.010], [-0.009, 0.052, 0.050], [-0.013, 0.098, 0.035], [-0.057, 0.074, 0.102], [-0.023, -0.016, -0.018], [0.063, -0.065, -0.070], [0.007, 0.011, 0.008], [0.020, 0.002, 0.081], [0.015, 0.154, 0.035], [-0.107, -0.100, -0.082], [-0.039, 0.013, -0.052], [0.032, 0.038, -0.009], [-0.123, -0.114, 0.038], [-0.001, -0.323, 0.318], [-0.049, 0.099, -0.151], [0.012, -0.310, 0.157], [-0.028, 0.003, 0.007], [0.006, 0.011, 0.036], [0.007, 0.003, 0.012], [-0.049, 0.028, -0.039], [0.112, 0.020, 0.138], [-0.003, 0.010, 0.001], [-0.011, -0.045, 0.019], [-0.241, -0.101, -0.186], [0.240, -0.011, 0.184], [-0.022, 0.073, -0.076], [-0.049, -0.049, 0.001], [0.063, -0.005, 0.000], [-0.010, 0.014, -0.029], [-0.028, -0.011, 0.015], [0.022, 0.046, -0.004], [-0.072, 0.085, 0.031], [-0.018, -0.057, -0.095], [-0.008, 0.017, 0.053], [-0.009, 0.002, 0.014], [0.017, 0.013, -0.038], [-0.009, 0.023, 0.008], [0.050, -0.157, -0.041], [-0.054, 0.069, 0.042], [0.000, -0.024, -0.051], [-0.024, 0.055, 0.009], [0.041, -0.084, 0.024], [-0.058, -0.007, -0.028], [0.028, -0.005, 0.063], [-0.004, -0.018, 0.017], [0.005, -0.008, 0.001], [-0.006, 0.011, -0.026], [-0.022, -0.002, 0.014], [-0.052, 0.048, -0.042], [-0.005, -0.009, -0.024], [0.016, -0.014, 0.017], [-0.037, -0.008, 0.004], [0.016, 0.004, -0.032], [0.023, -0.090, -0.004], [0.026, -0.015, -0.048], [-0.018, 0.002, 0.015], [-0.007, 0.014, -0.025], [0.041, -0.014, 0.010], [0.009, 0.086, 0.034], [-0.704, 0.021, -0.336], [0.507, 0.120, 1.022], [0.314, 0.174, 0.082], [-0.045, -0.028, -0.033], [0.020, 0.038, 0.024], [0.019, -0.031, 0.035], [-0.056, -0.027, -0.042], [-0.036, 0.023, -0.043]]}

Per-record HOMO energy, eV: -7.58; -12.54
Per-record Kohn-Sham gap, eV: 7.4; 7.7